The following is a quantum chemistry calculation of a gas-phase ion, C5H10O2 (charge -1) in a non-equilibrium geometry, from the Open Molecules 2025 dataset.

Bonds (Å) are listed after each position.
Atoms and positions in Å:
1 C 0.59506 -2.04013 1.37507  O2 1.371, C3 1.571, H8 1.153, H9 1.139
2 O 0.97286 -2.58669 2.57392  C1 1.371
3 C 0.47762 -0.47778 1.26313  C1 1.571, C4 1.600, H10 1.168, H11 1.116
4 C -0.54918 0.01981 0.14147  C3 1.600, C5 1.575, H12 1.089, H13 1.193
5 C -0.45000 1.44916 -0.51305  C4 1.575, C6 1.533, H14 1.111, H15 1.205
6 C -0.10416 1.40794 -2.00628  C5 1.533, O7 1.444, H16 1.199, H17 1.082
7 O -0.14843 2.60910 -2.80686  C6 1.444
8 H -0.48900 -2.36612 1.15474  C1 1.153
9 H 1.15245 -2.33985 0.42831  C1 1.139
10 H 1.59030 -0.13327 1.17728  C3 1.168
11 H 0.11664 -0.03724 2.22321  C3 1.116
12 H -0.61909 -0.78514 -0.58913  C4 1.089
13 H -1.53318 -0.22184 0.77210  C4 1.193
14 H -1.39993 2.01210 -0.39212  C5 1.111
15 H 0.48130 2.07932 -0.08115  C5 1.205
16 H 0.77861 0.68851 -2.38130  C6 1.199
17 H -0.87187 0.72210 -2.33936  C6 1.082

Its spin multiplicity is 2. Its HOMO-LUMO gap (spin up / spin down) is 5.652 / 3.375 eV. Its net charge is -1. The calculation puts the strongest force on any atom at 0.0611 hartree/bohr. The molar mass comes out at 102.13 g mol⁻¹. The value obtained for the relative energy (zero: lowest compared OMol25 entry of this formula, charge and spin) is 247.89 kJ/mol. The value obtained for the HOMO energy (spin up / spin down) is -2.30 / -2.30 eV.

=====

The following is a quantum chemistry calculation of 2 unconnected molecules or ions with the total composition C5H10O2, from the Open Molecules 2025 dataset.

Bonds (Å) are listed after each position.
Atoms and positions in Å:
1 C -2.27786 -0.53723 1.06467  C2 1.500, H8 1.097, H9 1.095, H10 1.092
2 C -1.88753 0.51805 0.07260  C1 1.500, O3 1.209, H11 1.113
3 O -1.29100 1.53702 0.33385  C2 1.209
4 C 0.94705 -0.22301 -1.33913  C5 1.533, O7 1.438, H12 1.095, H13 1.096
5 C 1.97894 0.65187 -0.61892  C4 1.533, C6 1.535, H14 1.092, H15 1.091
6 C 1.58550 -0.16526 0.61920  C5 1.535, O7 1.441, H16 1.095, H17 1.098
7 O 0.60137 -0.91093 -0.12409  C4 1.438, C6 1.441
8 H -3.36954 -0.63897 1.09122  C1 1.097
9 H -1.85331 -1.49209 0.73752  C1 1.095
10 H -1.90060 -0.28032 2.05655  C1 1.092
11 H -2.19089 0.30363 -0.97634  C2 1.113
12 H 0.09252 0.32032 -1.75529  C4 1.095
13 H 1.34517 -0.91713 -2.08805  C4 1.096
14 H 3.01096 0.54149 -0.95874  C5 1.092
15 H 1.70931 1.70807 -0.56538  C5 1.091
16 H 1.12912 0.40620 1.43479  C6 1.095
17 H 2.37078 -0.82170 1.01553  C6 1.098

Its spin multiplicity is 1. Its HOMO-LUMO gap is 10.750 eV. The calculation puts the strongest force on any atom at 0.0094 hartree/bohr. The molar mass comes out at 102.13 g mol⁻¹. The value obtained for the relative energy (zero: lowest compared OMol25 entry of this formula, charge and spin) is 252.14 kJ/mol. The value obtained for the HOMO energy is -9.65 eV.

=====

The following is a quantum chemistry calculation of a single C5H10O2 molecule, from the Open Molecules 2025 dataset.

Bonds (Å) are listed after each position.
Atoms and positions in Å:
1 C -0.08205 1.86906 0.71975  C2 1.535, H8 1.105, H9 1.094, H10 1.095
2 C 0.34122 0.59045 -0.01566  C1 1.535, O3 1.405, C4 1.523, C5 1.555
3 O 1.28585 0.90658 -1.00623  C2 1.405, H11 0.962
4 C 0.57694 -0.60385 0.89969  C2 1.523, C5 1.494, H12 1.088, H13 1.088
5 C -0.16381 -0.83503 -0.37727  C2 1.555, C4 1.494, C6 1.504, O7 1.402
6 C -1.57861 -1.28959 -0.60824  C5 1.504, H14 1.097, H15 1.090, H16 1.097
7 O 0.59176 -1.49488 -1.35657  C5 1.402, H17 0.967
8 H 0.88339 2.30902 1.02897  C1 1.105
9 H -0.58666 2.63692 0.12621  C1 1.094
10 H -0.62738 1.71540 1.65731  C1 1.095
11 H 2.02228 1.38227 -0.60909  O3 0.962
12 H 1.58389 -1.00011 1.01084  C4 1.088
13 H -0.01087 -0.59952 1.81540  C4 1.088
14 H -1.67695 -2.36650 -0.42622  C6 1.097
15 H -2.31270 -0.73577 -0.02344  C6 1.090
16 H -1.77412 -1.12897 -1.67532  C6 1.097
17 H 1.52781 -1.35548 -1.16014  O7 0.967

Its spin multiplicity is 1. Its HOMO-LUMO gap is 9.972 eV. The calculation puts the strongest force on any atom at 0.0138 hartree/bohr. The molar mass comes out at 102.13 g mol⁻¹. The value obtained for the relative energy (zero: lowest compared OMol25 entry of this formula, charge and spin) is 255.20 kJ/mol. The value obtained for the HOMO energy is -9.13 eV.